This record from the Open Molecules 2025 dataset describes an isolated molecule of C7H5I2N3O in a non-equilibrium geometry. The level of theory is wB97M-V/def2-TZVPD.

Last column: Löwdin charge in e.
Cartesian coordinates (Å):
C -0.72 -0.78 -0.15  0.104
C -0.97 0.15 -1.14  0.003
C 0.01 -0.12 0.99  -0.265
C -0.42 1.42 -0.61  -0.303
C -1.56 0.18 -2.53  -0.378
C 0.36 -0.89 2.08  0.118
C -1.29 2.72 -2.27  -1.076
N -0.50 2.58 -1.20  0.012
N 0.17 1.22 0.58  0.140
N -1.77 1.55 -2.90  0.002
O -1.99 -0.61 -3.31  0.119
I -0.72 4.35 -3.64  0.732
I -3.49 3.46 -1.16  0.251
H -0.86 -1.80 -0.26  0.107
H 0.57 -0.50 3.04  0.047
H 0.12 -1.93 2.08  0.061
H 0.48 1.90 1.34  0.212
H -2.29 1.62 -3.75  0.115

- structure (SMILES) = C=c1cc2c([nH]1)=NC(I)(I)NC2=O
- HOMO level (spin up / spin down) (Ha) = -0.303 / -0.303
- DFT total energy (eV) = -30057.48922
- molecular weight (g mol⁻¹) = 400.94
- E_LUMO (spin up / spin down) (eV) = -2.01 / -2.01
- energy above the lowest of the compared OMol25 structures with the same formula, charge and spin (eV) = 0.0000
- total charge = 0
- Kohn-Sham gap (spin up / spin down) (eV) = 6.2 / 6.2

---

This record from the Open Molecules 2025 dataset describes a structure of composition C7H5I3NO2 in a non-equilibrium geometry. The level of theory is wB97M-V/def2-TZVPD.

Last column: Löwdin charge in e.
Cartesian coordinates (Å):
C 0.73 -2.04 -0.81  -0.126
C 1.76 -1.63 0.08  -0.168
C -0.20 -1.23 -1.29  -0.214
C -2.40 1.01 1.80  -0.483
C 1.92 -0.41 0.56  -0.179
C 0.93 0.65 0.22  -0.362
C 1.27 1.89 0.09  -1.120
N -1.07 -0.67 -1.86  0.196
O -2.54 1.81 2.61  0.195
O -2.25 0.16 1.04  0.103
I -4.36 -0.17 -1.64  -0.386
I -0.33 3.32 -0.35  0.717
I 3.22 2.75 0.58  0.680
H 0.40 -3.03 -0.71  0.081
H 2.46 -2.44 0.36  0.115
H 2.70 0.02 1.26  0.065
H -0.15 0.41 -0.15  0.078
H -2.08 -0.40 -1.80  -0.192

- HOMO level (Ha) = -0.159
- DFT total energy (eV) = -37227.43625
- molecular weight (g mol⁻¹) = 515.83
- E_LUMO (eV) = 1.88
- energy above the lowest of the compared OMol25 structures with the same formula, charge and spin (eV) = 2.6222
- total charge = -1
- Kohn-Sham gap (eV) = 6.2

---

This record from the Open Molecules 2025 dataset describes an isolated molecule of C7H5N3O2 in a non-equilibrium geometry. The level of theory is wB97M-V/def2-TZVPD.

Last column: Löwdin charge in e.
Cartesian coordinates (Å):
C 3.09 -0.22 -0.02  -0.445
C 1.63 -0.19 -0.07  -0.236
C 0.91 1.01 -0.08  0.040
C -0.45 0.67 0.00  -0.260
C -2.75 0.65 -0.05  -0.101
C -2.79 -0.74 -0.02  -0.060
C -1.59 -1.41 0.00  0.012
H 3.27 1.63 0.52  0.105
H 1.27 2.04 -0.01  0.118
H -3.69 1.16 -0.23  0.104
H -3.74 -1.27 0.09  0.114
H -1.52 -2.49 0.07  0.133
N -1.59 1.39 -0.06  0.139
N -0.39 -0.73 0.06  -0.052
N 0.84 -1.24 -0.09  0.168
O 3.78 0.99 -0.03  0.079
O 3.71 -1.24 -0.07  0.144

- structure (SMILES) = O=C(O)c1cc2ncccn2n1
- HOMO level (Ha) = -0.333
- DFT total energy (eV) = -15904.22870
- molecular weight (g mol⁻¹) = 163.14
- E_LUMO (eV) = -0.61
- energy above the lowest of the compared OMol25 structures with the same formula, charge and spin (eV) = 1.2747
- total charge = 0
- Kohn-Sham gap (eV) = 8.4

---

This record from the Open Molecules 2025 dataset describes an isolated molecule of C7H5N3O2 in a non-equilibrium geometry. The level of theory is wB97M-V/def2-TZVPD.

Last column: Löwdin charge in e.
Cartesian coordinates (Å):
C 1.13 -0.76 -0.50  -0.012
C 1.02 0.60 -0.31  -0.010
C 0.00 -1.54 -0.54  0.033
C -0.27 1.14 -0.02  0.006
C -2.64 0.61 0.66  -0.331
C -1.18 -1.06 -0.05  -0.018
C -2.61 -1.61 0.29  -0.452
N -1.25 0.28 0.28  0.035
N -3.20 1.45 -0.52  -0.040
N -3.41 -0.54 0.66  0.089
O -2.93 -2.76 0.08  0.032
O -4.23 0.91 -0.80  0.026
H 2.07 -1.16 -0.68  0.098
H 1.73 1.38 -0.39  0.100
H -0.08 -2.54 -0.72  0.104
H -0.33 2.24 0.12  0.153
H -2.65 1.37 1.59  0.184

- HOMO level (spin up / spin down) (Ha) = -0.293 / -0.309
- DFT total energy (eV) = -15899.60126
- molecular weight (g mol⁻¹) = 163.14
- E_LUMO (spin up / spin down) (eV) = -1.16 / -1.55
- multiplicity = 3
- energy above the lowest of the compared OMol25 structures with the same formula, charge and spin (eV) = 0.0000
- total charge = 0
- ⟨S²⟩ = 2.01
- Kohn-Sham gap (spin up / spin down) (eV) = 6.8 / 6.9

---

This record from the Open Molecules 2025 dataset describes an isolated molecule of C7H5N3O3 in a non-equilibrium geometry. The level of theory is wB97M-V/def2-TZVPD.

Last column: Löwdin charge in e.
Cartesian coordinates (Å):
C 0.79 -0.49 -2.19  -0.115
C -0.55 -0.44 -2.58  -0.103
C 1.13 -0.49 -0.91  -0.007
C -1.54 -0.28 -1.73  -0.021
C 0.07 -0.34 0.06  -0.076
C -1.28 -0.28 -0.35  -0.237
C -0.04 -0.08 1.44  -0.172
N -2.11 -0.07 0.67  0.129
N -1.37 -0.01 1.74  0.012
N 1.63 1.21 2.66  -0.374
O 0.96 2.05 2.21  0.156
O 2.62 1.11 3.31  0.157
O 0.95 -0.16 2.54  0.040
H 1.51 -0.58 -2.94  0.089
H -0.72 -0.60 -3.70  0.140
H 2.16 -0.73 -0.67  0.119
H -2.48 -0.24 -2.15  0.094
H -1.71 0.44 2.60  0.169

- HOMO level (spin up / spin down) (Ha) = -0.200 / -0.356
- DFT total energy (eV) = -17944.01614
- molecular weight (g mol⁻¹) = 179.13
- E_LUMO (spin up / spin down) (eV) = 0.04 / -2.72
- multiplicity = 3
- energy above the lowest of the compared OMol25 structures with the same formula, charge and spin (eV) = 0.0000
- total charge = 0
- ⟨S²⟩ = 2.03
- Kohn-Sham gap (spin up / spin down) (eV) = 5.5 / 7.0

---

This record from the Open Molecules 2025 dataset describes a cluster of 2 separate species, C7H5N3O4 in total in a non-equilibrium geometry. The level of theory is wB97M-V/def2-TZVPD.

Last column: Löwdin charge in e.
Cartesian coordinates (Å):
C 1.06 0.71 0.94  -0.117
C -0.30 0.80 0.51  -0.195
C 1.93 -0.35 0.52  0.013
C 1.49 -1.25 -0.37  -0.027
C -1.11 -1.60 -0.08  -0.014
C 0.12 -1.24 -0.91  -0.186
C -0.81 -0.19 -0.38  -0.084
N -0.87 1.85 1.02  0.136
N 1.27 1.74 1.74  -0.184
N -2.23 0.81 -1.71  -0.273
O 2.22 2.14 2.37  0.061
O -2.08 1.98 -1.74  0.105
O -2.95 0.03 -2.23  0.086
O 0.04 2.47 1.78  0.061
H 2.94 -0.37 0.91  0.120
H 2.15 -2.01 -0.75  0.113
H -1.92 -2.07 -0.62  0.112
H -0.99 -1.94 0.94  0.126
H 0.05 -1.53 -1.95  0.147

- HOMO level (spin up / spin down) (Ha) = -0.327 / -0.327
- DFT total energy (eV) = -19990.35851
- molecular weight (g mol⁻¹) = 195.13
- E_LUMO (spin up / spin down) (eV) = -0.96 / -0.96
- energy above the lowest of the compared OMol25 structures with the same formula, charge and spin (eV) = 4.2342
- total charge = 0
- Kohn-Sham gap (spin up / spin down) (eV) = 7.9 / 7.9